1.
The following is a DFT calculation (the ωB97M-V functional and the def2-TZVPD basis) of a cluster of 2 separate species, C9H8ClNO in total at a distorted geometry.

Structure (ORCA input):
```
! wB97M-V def2-TZVPD RIJCOSX def2/J DEFGRID3
* xyz 0 1
C 1.33 2.23 0.98
C 0.11 2.25 0.29
C 2.24 1.12 0.73
C -0.26 1.14 -0.42
C 1.79 0.00 0.05
C 0.56 0.03 -0.61
C -3.24 -1.32 1.80
C 0.73 -2.28 -1.56
C 0.10 -1.06 -1.41
N -3.10 -1.38 0.59
O -3.20 -1.30 2.96
Cl -4.18 -0.75 -0.59
H 1.76 3.02 1.52
H -0.46 3.13 0.45
H 3.22 1.28 1.22
H -1.23 1.29 -0.77
H 2.39 -0.85 0.02
H 1.74 -2.52 -1.17
H 0.47 -3.17 -2.12
H -0.78 -0.86 -1.96
*
```

Results
Orbital gap in eV: 8.0
Maximum force in Eh/bohr: 0.07917
HOMO level in eV: -8.359
Energy relative to the best compared isomer or geometry (same formula, charge and spin) in kcal/mol: 51.77
SMILES: C=Cc1ccccc1.O=C=NCl
Calculated total energy in eV: -25519.7659
LUMO energy in eV: -0.392

Mulliken population analysis, charges in e, atoms 1 to 2:
1 C -0.4567
2 C -0.6671



2.
The following is a DFT calculation (the ωB97M-V functional and the def2-TZVPD basis) of the ion C9H8ClO3 with charge -1 at a distorted geometry.

Structure (ORCA input):
```
! wB97M-V def2-TZVPD RIJCOSX def2/J DEFGRID3
* xyz -1 1
C -2.70 0.00 -0.34
C -2.01 0.24 0.85
C -2.04 -0.11 -1.52
C -0.65 0.34 0.79
C -0.67 0.19 -1.58
C -0.03 0.48 -0.39
C 2.88 -1.32 0.58
C 2.28 -0.03 0.93
C 1.51 0.61 -0.38
O 2.95 -2.32 1.22
O 3.66 -1.25 -0.54
O 2.01 0.32 -1.48
Cl 1.74 2.75 -0.04
H -3.81 0.02 -0.44
H -2.64 0.13 1.77
H -2.62 -0.36 -2.43
H 0.07 0.40 1.67
H -0.10 0.20 -2.49
H 1.58 -0.19 1.73
H 2.98 0.74 1.30
H 3.28 -0.53 -1.14
*
```

Results
Orbital gap in eV: 8.9
Maximum force in Eh/bohr: 0.07770
HOMO level in eV: -5.485
Energy relative to the best compared isomer or geometry (same formula, charge and spin) in kcal/mol: 0.00
SMILES: O=C(O)C[C@]([O-])(Cl)c1ccccc1
Calculated total energy in eV: -28129.4818
LUMO energy in eV: 3.371

Mulliken population analysis, charges in e, atoms 1 to 2:
1 C -0.2362
2 C -0.6669



3.
The following is a DFT calculation (the ωB97M-V functional and the def2-TZVPD basis) of a structure of composition C9H8EuN2O5S at a distorted geometry.

Structure (ORCA input):
```
! wB97M-V def2-TZVPD RIJCOSX def2/J DEFGRID3
* xyz 2 8
O -0.07 -1.04 -7.20
C -0.07 -0.94 -6.06
Eu -0.05 -0.60 -1.07
O 1.49 -2.98 -3.62
C 0.99 -2.25 -2.87
C -1.38 0.67 -3.01
O -1.99 1.35 -3.71
C -1.44 -2.00 -2.84
O -2.09 -2.58 -3.60
C 1.57 0.29 -2.99
O 2.33 0.80 -3.70
S -0.15 -2.29 1.15
C -0.05 -0.81 2.04
N -1.16 -0.13 2.42
C -1.18 1.16 3.09
C 0.13 1.91 2.93
C 1.34 1.01 3.07
N 1.15 -0.26 2.37
H -2.04 -0.60 2.24
H -1.42 1.02 4.15
H -1.99 1.74 2.63
H 0.19 2.67 3.70
H 0.15 2.42 1.95
H 1.56 0.81 4.13
H 2.21 1.48 2.61
H 1.97 -0.84 2.19
*
```

Results
Orbital gap (spin up / spin down) in eV: 7.3 / 7.5
Maximum force in Eh/bohr: 0.11342
HOMO level (spin up / spin down) in eV: -15.955 / -16.054
Energy relative to the best compared isomer or geometry (same formula, charge and spin) in kcal/mol: 8.67
Calculated total energy in eV: -52828.1056
LUMO energy (spin up / spin down) in eV: -8.677 / -8.587
Expectation value of S²: 15.760

Mulliken population analysis, charges in e, atoms 1 to 2:
1 O -0.1345
2 C 0.1345



4.
The following is a DFT calculation (the ωB97M-V functional and the def2-TZVPD basis) of an isolated molecule of C9H8FNO3 at a distorted geometry.

Structure (ORCA input):
```
! wB97M-V def2-TZVPD RIJCOSX def2/J DEFGRID3
* xyz 0 1
C -1.45 0.38 -1.27
C 1.97 -1.15 -0.28
C 2.51 -0.18 -1.21
C 0.99 -0.80 0.61
C 1.95 1.08 -1.22
C 0.31 0.46 0.56
C 0.64 1.36 -0.54
C -0.81 0.71 1.31
C -2.47 -0.35 -0.79
N -0.45 1.04 -1.58
O -1.50 1.88 1.34
O -2.79 -1.63 -0.94
O -3.49 0.25 -0.09
F 0.54 2.72 -0.32
H 2.36 -2.16 -0.24
H 3.20 -0.47 -1.99
H 0.67 -1.42 1.46
H 2.45 1.85 -1.76
H -1.28 0.07 2.08
H -0.99 2.41 0.68
H -3.84 -1.69 -0.82
H -3.08 0.72 0.67
*
```

Results
Orbital gap in eV: 8.0
Maximum force in Eh/bohr: 0.06824
HOMO level in eV: -8.032
Energy relative to the best compared isomer or geometry (same formula, charge and spin) in kcal/mol: 29.39
SMILES: O/C=C1/C=CC=C[C@@]1(F)N=C=C(O)O
Calculated total energy in eV: -19808.3037
LUMO energy in eV: -0.076

Mulliken population analysis, charges in e, atoms 1 to 2:
1 C 0.8130
2 C -0.4850



5.
The following is a DFT calculation (the ωB97M-V functional and the def2-TZVPD basis) of a cluster of 2 separate species, C9H8N2 in total at a distorted geometry.

Structure (ORCA input):
```
! wB97M-V def2-TZVPD RIJCOSX def2/J DEFGRID3
* xyz 0 1
C 2.49 2.07 0.06
C 1.99 1.51 -1.11
C 0.93 0.76 -1.20
C 0.23 0.32 0.04
C 0.74 0.89 1.22
C 1.85 1.81 1.22
C -0.86 -0.59 0.06
C -1.97 -2.55 -0.43
C -2.79 -1.59 0.30
H 3.63 2.94 0.00
H 2.62 1.60 -2.17
H 0.54 0.26 -2.13
H 0.20 0.73 2.17
H 2.37 2.04 2.16
H 0.09 -2.03 -0.80
H -2.04 -3.39 -1.06
H -3.77 -1.85 0.59
N -0.73 -1.84 -0.53
N -2.02 -0.45 0.58
*
```

Results
Orbital gap in eV: 9.3
Maximum force in Eh/bohr: 0.17659
HOMO level in eV: -8.523
Energy relative to the best compared isomer or geometry (same formula, charge and spin) in kcal/mol: 78.48
Calculated total energy in eV: -12439.7832
LUMO energy in eV: 0.798

Mulliken population analysis, charges in e, atoms 1 to 2:
1 C -0.2096
2 C -0.1363



6.
The following is a DFT calculation (the ωB97M-V functional and the def2-TZVPD basis) of an isolated molecule of C9H8N2O at a distorted geometry.

Structure (ORCA input):
```
! wB97M-V def2-TZVPD RIJCOSX def2/J DEFGRID3
* xyz 0 1
C -3.32 -0.25 0.09
C -1.92 0.03 0.05
C -1.45 1.41 0.11
C -0.15 1.61 -0.20
C 0.78 0.54 -0.24
C 2.22 0.95 -0.02
C 3.12 -0.21 0.07
C 2.58 -1.47 0.06
C 0.25 -0.78 -0.04
H -3.68 -1.31 0.06
H -3.76 0.14 -0.73
H -3.74 0.27 0.96
H -2.19 2.24 0.15
H 0.14 2.65 -0.57
H 4.18 -0.24 0.14
H 3.39 -2.19 -0.10
H 0.82 -2.79 0.20
N 1.22 -1.80 -0.05
N -1.07 -0.97 -0.08
O 2.57 2.16 0.15
*
```

Results
Orbital gap in eV: 8.9
Maximum force in Eh/bohr: 0.07895
HOMO level in eV: -8.563
Energy relative to the best compared isomer or geometry (same formula, charge and spin) in kcal/mol: 32.04
SMILES: Cc1ccc2c(=O)cc[nH]c2n1
Calculated total energy in eV: -14489.4019
LUMO energy in eV: 0.289

Mulliken population analysis, charges in e, atoms 1 to 2:
1 C -1.2522
2 C 0.8226